17
Properties=species:S:1:pos:R:3 method="wB97M-V/def2-TZVPD" homo_lumo_gap_ev=7.68 smiles="C=C1N=CSC1=S.C#CC" relative_energy_ev=4.4106 e_tot_ev=-30528.80433
C -2.8391 -2.1450 0.5346
C -1.2769 -0.7397 1.2320
C -2.0522 0.1224 0.2841
C 1.0808 2.2013 -0.7727
C 2.0896 1.6473 -1.1170
C -0.1126 -0.4468 1.7759
C 2.8694 0.5129 -1.4989
N -1.8878 -1.9617 1.3373
S -3.1381 -0.9486 -0.7049
S -2.1343 1.7346 0.0213
H -3.3583 -3.1428 0.4366
H 0.4398 2.9879 -0.5209
H 0.4828 0.4197 1.5293
H 0.3358 -1.1441 2.2836
H 3.3433 0.0355 -0.5651
H 3.7619 0.9563 -2.0105
H 2.3958 -0.0894 -2.2448